(1)
The following is a quantum chemistry calculation of a cluster of 5 separate species, C34H39BN7O11P in total in a non-equilibrium geometry, from OMol25.

Its HOMO energy is -8.7 eV. The gap between HOMO and LUMO comes out at 7.7 eV. For the molecular weight, the calculation gives 763.5 u. Its total charge is 0. As for the SMILES: CC[C@@H](C)[C@@]1([PH2]=N)[C@@H](OC#N)NC(=O)[C@H]1B(C)O.O=[N+]([O-])c1ccccc1.O=[N+]([O-])c1ccccc1.O=[N+]([O-])c1ccccc1.O=[N+]([O-])c1ccccc1.

Last column: Löwdin charge in e.
Element x y z (Å)
C -2.189 5.377 -2.821  -0.129
C -1.371 5.588 -1.378  -0.199
C -1.304 4.161 -0.523  -0.306
C -0.003 3.337 -1.089  -0.094
C -1.353 4.358 1.102  -0.329
P -3.248 4.087 1.510  0.816
N -3.516 2.831 2.494  -0.334
C -0.573 3.314 2.095  -0.247
O 0.886 3.141 1.998  -0.070
C 1.099 1.686 1.696  -0.100
N 1.118 0.426 1.312  0.146
N -0.684 4.074 3.433  0.100
C -1.294 5.460 3.392  -0.270
O -1.862 6.212 4.354  -0.036
C -1.116 5.834 1.772  -0.122
B 0.368 6.538 1.745  -0.331
C 1.667 6.075 0.849  -0.031
O 0.543 7.763 2.602  -0.001
H -1.433 5.325 -3.727  0.080
H -2.888 4.433 -2.808  0.078
H -2.821 6.377 -2.986  0.081
H -0.266 5.898 -1.696  0.114
H -1.947 6.441 -0.820  0.103
H -2.263 3.549 -0.887  0.101
H 1.031 3.702 -0.682  0.077
H -0.153 2.204 -0.746  0.050
H -0.024 3.298 -2.280  0.116
H -4.035 3.875 0.318  0.022
H -3.793 5.266 2.168  0.036
H -3.968 3.229 3.368  -0.014
H -0.952 2.212 2.217  0.134
H -0.853 3.485 4.278  0.147
H -1.979 6.583 1.523  0.144
H 2.329 5.245 1.365  0.092
H 1.365 5.813 -0.252  0.052
H 2.373 7.032 0.771  0.093
H 0.647 7.485 3.571  0.122
O 4.586 1.775 -4.105  0.061
N 4.078 1.564 -2.994  -0.324
O 2.947 1.942 -2.657  0.054
C 4.872 0.820 -2.009  -0.141
C 6.171 0.406 -2.335  -0.003
C 6.930 -0.280 -1.385  -0.071
C 6.395 -0.553 -0.125  -0.074
C 5.097 -0.149 0.193  -0.064
C 4.329 0.541 -0.748  -0.001
H 6.602 0.611 -3.312  0.118
H 7.942 -0.600 -1.626  0.107
H 6.993 -1.084 0.614  0.107
H 4.686 -0.368 1.176  0.108
H 3.321 0.852 -0.483  0.093
O -2.753 0.715 -2.868  0.066
N -1.786 0.259 -2.239  -0.291
O -1.126 0.898 -1.408  -0.003
C -1.395 -1.131 -2.500  -0.138
C -2.091 -1.880 -3.460  0.004
C -1.699 -3.194 -3.721  -0.055
C -0.626 -3.755 -3.027  -0.074
C 0.059 -3.011 -2.065  -0.050
C -0.322 -1.695 -1.797  0.005
H -2.930 -1.457 -4.009  0.118
H -2.229 -3.781 -4.469  0.109
H -0.321 -4.778 -3.238  0.081
H 0.892 -3.456 -1.526  0.111
H 0.223 -1.127 -1.046  0.101
O -0.627 -4.643 4.874  0.055
N -0.494 -3.635 4.164  -0.327
O 0.307 -3.540 3.223  0.057
C -1.339 -2.473 4.462  -0.143
C -2.233 -2.523 5.541  -0.004
C -3.017 -1.405 5.835  -0.070
C -2.912 -0.252 5.056  -0.068
C -2.029 -0.209 3.975  -0.065
C -1.237 -1.319 3.674  0.002
H -2.327 -3.414 6.158  0.117
H -3.709 -1.432 6.674  0.107
H -3.521 0.618 5.292  0.106
H -1.954 0.692 3.371  0.064
H -0.552 -1.268 2.830  0.095
O -1.594 -6.487 -1.328  0.081
N -1.257 -6.917 -2.441  -0.313
O -1.523 -6.365 -3.518  0.028
C -0.493 -8.170 -2.486  -0.138
C -0.202 -8.849 -1.295  0.004
C 0.504 -10.053 -1.346  -0.065
C 0.917 -10.570 -2.575  -0.072
C 0.634 -9.886 -3.759  -0.067
C -0.073 -8.683 -3.721  0.000
H -0.517 -8.459 -0.329  0.121
H 0.729 -10.590 -0.427  0.110
H 1.462 -11.511 -2.610  0.109
H 0.963 -10.294 -4.712  0.109
H -0.288 -8.164 -4.652  0.119

=====

(2)
The following is a quantum chemistry calculation of a structure of composition C34H39BrN4O2P2Pd in a non-equilibrium geometry, from OMol25.

Its HOMO energy (spin up / spin down) is -11.2 / -12.4 eV. The gap between HOMO and LUMO (spin up / spin down) comes out at 5.5 / 2.4 eV. For the molecular weight, the calculation gives 784.0 u. The multiplicity is 5. Its total charge is +2.

Last column: Löwdin charge in e.
Element x y z (Å)
Pd -1.811 -1.262 -0.636  0.726
C -3.319 -0.404 -2.187  -0.163
C -3.405 0.681 -1.374  -0.124
C -4.438 0.947 -0.403  -0.148
C -5.011 -0.307 0.333  -0.154
C -4.030 -1.325 0.591  -0.074
C -3.416 -2.177 -0.328  -0.338
C -4.049 -2.500 -1.648  -0.180
C -4.486 -1.287 -2.393  -0.153
C 1.104 -1.607 0.335  -0.188
H -2.651 -0.343 -3.039  0.093
H -2.665 1.459 -1.444  0.060
H -5.282 1.423 -0.931  0.153
H -4.125 1.716 0.313  0.124
H -5.452 0.064 1.255  0.131
H -5.846 -0.684 -0.254  0.123
H -3.818 -1.458 1.641  0.112
H -2.670 -2.971 0.025  0.111
H -4.881 -3.160 -1.490  0.131
H -3.249 -3.074 -2.164  0.134
H -4.697 -1.507 -3.444  0.144
H -5.366 -0.859 -1.936  0.102
H 1.515 -1.649 -0.702  0.054
H 1.475 -2.544 0.817  0.049
H 1.583 -0.717 0.801  -0.039
P -0.506 -1.056 1.499  1.038
P 0.657 1.361 -0.599  1.243
N -1.081 -2.656 2.174  -0.187
N 0.220 -0.473 3.212  -0.170
N 0.169 1.205 -2.318  -0.193
N 1.101 3.020 -0.877  -0.238
C -1.452 0.588 1.372  -0.359
C -0.911 1.701 0.487  -0.258
C -0.767 -3.690 1.301  -0.234
C -1.498 -4.807 1.601  -0.072
C -2.335 -4.481 2.710  -0.054
C -2.061 -3.164 3.060  -0.099
C 1.374 -1.100 3.695  -0.149
C 1.567 -0.747 5.041  -0.065
C 0.516 0.171 5.374  -0.069
C -0.264 0.334 4.229  -0.156
C 0.558 0.155 -3.148  -0.148
C -0.321 0.034 -4.206  -0.067
C -1.229 1.139 -4.120  -0.075
C -0.885 1.852 -2.983  -0.166
C 0.804 4.101 -1.726  -0.098
C 1.651 5.153 -1.414  -0.053
C 2.492 4.718 -0.332  -0.059
C 2.102 3.446 0.026  -0.149
H -1.637 0.941 2.366  0.047
H -2.451 0.291 1.022  0.021
H -1.687 2.090 -0.192  0.061
H -0.586 2.561 1.100  0.107
H -0.025 -3.528 0.567  0.055
H -1.458 -5.743 1.059  0.111
H -3.059 -5.128 3.200  0.113
H -2.415 -2.608 3.919  0.117
H 2.011 -1.661 3.024  0.094
H 2.295 -1.202 5.699  0.099
H 0.265 0.568 6.337  0.098
H -1.079 1.016 4.084  0.088
H 1.415 -0.431 -2.934  0.048
H -0.302 -0.657 -5.026  0.105
H -2.054 1.456 -4.753  0.123
H -1.252 2.795 -2.650  0.093
H 0.036 4.069 -2.506  0.096
H 1.586 6.121 -1.903  0.110
H 3.280 5.266 0.153  0.101
H 2.496 2.780 0.805  0.100
Br 4.346 -0.919 -2.730  1.065
C 5.569 -0.025 -1.634  -0.517
C 6.945 -0.114 -1.912  -0.046
C 7.894 0.484 -1.062  0.011
C 7.484 1.065 0.134  0.042
C 6.128 1.139 0.454  0.055
C 5.169 0.624 -0.437  -0.081
C 3.677 0.814 -0.079  -0.619
O 3.357 0.789 1.122  0.025
O 2.921 1.026 -1.085  -0.124
H 7.269 -0.588 -2.836  0.124
H 8.947 0.403 -1.322  0.137
H 8.214 1.528 0.794  0.144
H 5.790 1.520 1.425  0.148

=====

(3)
The following is a quantum chemistry calculation of a structure of composition C34H39Cl4N6NiO in a non-equilibrium geometry, from OMol25.

Its HOMO energy (spin up / spin down) is -11.1 / -11.1 eV. The relative energy (zero: lowest compared OMol25 entry of this formula, charge and spin) comes out at 5.533 eV. The gap between HOMO and LUMO (spin up / spin down) comes out at 7.7 / 5.7 eV. For the molecular weight, the calculation gives 748.2 u. The multiplicity is 3. Its total charge is +1.

Last column: Löwdin charge in e.
Element x y z (Å)
Ni -3.296 -0.283 -2.259  0.771
C 0.006 -0.689 0.360  -0.065
C -0.432 0.553 -0.436  -0.342
O -1.729 0.390 -0.925  -0.194
H -0.897 -1.165 0.740  0.074
H 0.728 -0.517 1.159  0.057
H 0.590 -1.418 -0.202  0.058
H 0.341 0.746 -1.179  0.106
H -0.316 1.439 0.188  0.083
N 2.204 -0.481 6.430  0.055
C 2.042 -1.333 5.373  -0.120
C 1.337 -1.027 4.182  -0.058
C 0.841 0.302 4.164  -0.128
C 0.876 1.141 5.289  -0.071
C 1.563 0.643 6.434  -0.161
H 2.491 -2.315 5.387  0.095
H 1.255 -1.655 3.308  0.084
H 0.393 0.675 3.255  0.061
H 0.487 2.147 5.236  0.084
H 1.787 1.318 7.246  0.106
N 3.048 5.505 2.084  0.058
C 2.103 4.513 1.939  -0.111
C 2.405 3.149 1.793  -0.086
C 3.735 2.850 1.848  -0.101
C 4.691 3.808 2.190  -0.047
C 4.292 5.150 2.203  -0.168
H 1.091 4.837 1.744  0.073
H 1.687 2.424 1.437  0.079
H 4.095 1.849 1.661  0.104
H 5.728 3.514 2.129  0.102
H 5.010 5.957 2.217  0.108
N -1.742 -1.223 -3.511  0.011
C -1.766 -0.945 -4.836  -0.147
C -1.055 -1.555 -5.815  -0.061
C -0.064 -2.412 -5.452  -0.053
C 0.201 -2.663 -4.125  -0.027
C -0.634 -2.025 -3.181  -0.059
H -2.612 -0.371 -5.181  0.109
H -1.204 -1.309 -6.856  0.124
H 0.583 -2.780 -6.234  0.123
H 1.023 -3.291 -3.812  0.102
H -0.280 -2.240 -2.184  0.078
N 0.790 -5.323 -1.970  0.038
C 0.917 -6.536 -2.478  -0.166
C 0.100 -7.621 -2.149  -0.039
C -0.992 -7.346 -1.295  -0.070
C -1.131 -6.094 -0.728  -0.073
C -0.243 -5.090 -1.112  -0.134
H 1.843 -6.649 -3.021  0.103
H 0.379 -8.617 -2.461  0.103
H -1.656 -8.141 -0.990  0.106
H -1.907 -6.049 0.022  0.102
H -0.307 -4.055 -0.809  0.076
N -4.963 0.683 -0.834  0.005
C -4.473 1.503 0.189  -0.100
C -5.266 1.934 1.254  -0.087
C -6.492 1.350 1.467  -0.047
C -7.008 0.465 0.525  -0.031
C -6.209 0.132 -0.603  -0.104
H -3.450 1.845 0.124  0.082
H -4.936 2.691 1.949  0.052
H -6.948 1.638 2.402  0.122
H -7.908 -0.095 0.734  0.110
H -6.429 -0.797 -1.109  0.102
N 4.565 3.359 -3.460  0.061
C 3.906 2.538 -2.613  -0.145
C 3.804 1.153 -2.832  -0.098
C 4.567 0.513 -3.766  -0.115
C 5.383 1.272 -4.592  -0.058
C 5.339 2.697 -4.383  -0.113
H 3.354 3.041 -1.833  0.093
H 3.147 0.595 -2.181  0.083
H 4.622 -0.556 -3.908  0.103
H 5.966 0.654 -5.258  0.099
H 5.881 3.207 -5.166  0.093
C -2.862 -0.337 3.521  -0.968
Cl -4.041 -1.624 3.807  0.527
Cl -2.628 0.737 5.004  0.460
H -1.858 -0.677 3.267  0.005
H -3.151 0.374 2.747  -0.011
C -1.907 4.499 1.643  -0.916
Cl -3.637 4.885 1.601  0.551
Cl -1.674 3.314 3.039  0.451
H -1.745 3.883 0.758  0.005
H -1.348 5.433 1.689  0.036

=====

(4)
The following is a quantum chemistry calculation of a structure of composition C34H39F5N8O6S2Ta in a non-equilibrium geometry, from OMol25.

Its HOMO energy is -16.1 eV. The relative energy (zero: lowest compared OMol25 entry of this formula, charge and spin) comes out at 1.661 eV. The gap between HOMO and LUMO comes out at 6.5 eV. For the molecular weight, the calculation gives 995.8 u. Its total charge is +3.

Last column: Löwdin charge in e.
Element x y z (Å)
Ta 0.404 -0.550 1.112  1.878
C 2.105 -2.176 3.582  -0.122
N 1.408 -2.666 2.382  -0.096
C 2.248 -3.421 1.438  -0.078
C 2.971 -2.479 0.540  -0.285
N 2.448 -1.331 0.156  0.038
C 3.407 -0.692 -0.635  -0.210
C 3.417 0.550 -1.267  -0.034
C 4.554 0.894 -1.968  -0.035
C 5.653 0.029 -2.065  -0.030
C 5.655 -1.207 -1.453  0.027
C 4.518 -1.540 -0.728  -0.151
N 4.198 -2.653 0.040  0.217
C 2.636 -0.800 3.367  -0.311
N 2.184 0.028 2.440  -0.017
C 2.978 1.184 2.529  -0.200
C 3.035 2.333 1.742  -0.040
C 3.963 3.295 2.085  -0.038
C 4.823 3.134 3.180  -0.032
C 4.803 1.986 3.946  0.026
C 3.876 1.015 3.588  -0.152
N 3.628 -0.260 4.078  0.216
H 1.396 -2.149 4.412  0.118
H 2.921 -2.842 3.875  0.148
H 0.656 -3.275 2.687  0.126
H 2.952 -4.084 1.948  0.147
H 1.598 -4.051 0.827  0.135
H 2.568 1.219 -1.218  0.092
H 4.602 1.856 -2.460  0.123
H 6.519 0.338 -2.634  0.127
H 6.497 -1.881 -1.534  0.132
H 4.786 -3.466 0.152  0.193
H 2.400 2.455 0.877  0.093
H 4.040 4.193 1.486  0.123
H 5.529 3.918 3.416  0.127
H 5.482 1.853 4.778  0.132
H 4.104 -0.690 4.858  0.195
C -0.141 2.589 2.952  -0.057
O 0.090 1.891 1.698  -0.286
H -1.131 3.043 2.943  0.107
H 0.625 3.349 3.095  0.102
H -0.081 1.865 3.757  0.054
H 0.077 2.560 1.005  0.061
F -6.307 0.886 2.971  0.193
C -5.051 0.521 3.061  -0.115
C -4.245 0.550 1.928  -0.130
F -4.727 0.942 0.760  0.159
C -2.928 0.162 2.045  -0.225
F -2.113 0.191 0.954  -0.006
C -2.366 -0.244 3.237  -0.466
S -0.677 -0.686 3.388  0.800
C -3.186 -0.267 4.361  -0.222
F -2.673 -0.650 5.521  0.125
C -4.519 0.110 4.280  -0.120
F -5.276 0.085 5.353  0.187
C -5.044 -0.515 -5.465  -0.102
C -5.409 0.609 -4.505  -0.270
S -4.007 1.037 -3.479  0.667
O -4.326 2.175 -2.648  -0.317
O -3.502 -0.136 -2.786  -0.337
C -2.689 1.565 -4.614  -0.184
C -1.561 2.293 -3.865  -0.092
N -0.814 1.463 -2.893  0.089
C -0.821 1.567 -1.553  -0.270
N -0.056 0.597 -1.013  0.021
C 0.434 -0.154 -2.046  -0.080
C -0.012 0.377 -3.206  -0.098
N 0.404 -0.065 -4.518  -0.310
O -0.063 0.488 -5.491  0.127
O 1.199 -0.981 -4.517  0.130
C -1.490 2.654 -0.799  0.034
H -5.942 -0.910 -5.935  0.093
H -4.559 -1.328 -4.926  0.078
H -4.386 -0.171 -6.262  0.080
H -6.190 0.329 -3.796  0.118
H -5.700 1.534 -5.003  0.114
H -3.139 2.256 -5.327  0.129
H -2.329 0.686 -5.140  0.089
H -1.973 3.150 -3.339  0.128
H -0.845 2.643 -4.603  0.138
H 1.073 -1.011 -1.928  0.113
H -0.945 3.596 -0.901  0.120
H -1.589 2.386 0.247  0.062
H -2.497 2.805 -1.183  0.088
C -1.667 -3.015 -1.408  -0.008
C -1.203 -3.072 0.037  -0.411
C -2.367 -3.209 1.014  -0.011
O -0.457 -1.889 0.374  -0.364
H -2.297 -3.883 -1.597  0.111
H -0.819 -3.050 -2.094  0.089
H -2.245 -2.113 -1.594  0.075
H -0.524 -3.923 0.155  0.136
H -3.137 -2.473 0.779  0.095
H -2.037 -3.075 2.046  0.070
H -2.802 -4.201 0.916  0.110

=====

(5)
The following is a quantum chemistry calculation of a structure of composition C34H39LaN5O in a non-equilibrium geometry, from OMol25.

Its HOMO energy (spin up / spin down) is -2.3 / -2.3 eV. The gap between HOMO and LUMO (spin up / spin down) comes out at 4.2 / 4.2 eV. For the molecular weight, the calculation gives 672.6 u. Its total charge is -1.

Last column: Löwdin charge in e.
Element x y z (Å)
La -1.019 1.022 0.412  2.016
N 0.051 2.603 4.448  0.069
N -3.133 0.388 -0.464  -0.231
C 0.882 -1.855 0.561  -0.283
C 0.001 -1.832 1.664  -0.325
C 0.688 -1.183 2.768  -0.289
C 0.310 -1.180 4.106  -0.021
H -0.349 -1.966 4.465  0.062
H -0.900 0.040 4.672  -0.015
H 0.975 -0.707 4.824  0.064
C 1.930 -0.680 2.235  -0.254
C 2.941 0.043 3.024  -0.071
H 3.672 -0.634 3.492  0.080
H 2.475 0.629 3.822  0.066
H 3.499 0.731 2.380  0.067
C 2.065 -1.135 0.918  -0.257
C 3.287 -0.985 0.091  -0.053
H 3.447 0.068 -0.175  0.067
H 3.233 -1.555 -0.844  0.064
H 4.182 -1.328 0.634  0.079
C -1.224 -2.643 1.813  -0.088
H -0.961 -3.668 2.125  0.082
H -1.795 -2.728 0.877  0.052
H -1.881 -2.213 2.577  0.069
C 0.729 -2.692 -0.657  -0.064
H 1.186 -2.218 -1.537  0.053
H -0.327 -2.873 -0.899  0.062
H 1.210 -3.682 -0.537  0.088
C 0.293 3.888 4.192  -0.197
H 1.113 4.341 4.754  0.093
C -0.393 4.690 3.254  -0.143
H -0.100 5.744 3.177  0.081
C -1.410 4.085 2.500  -0.157
H -1.912 4.678 1.733  0.094
C -1.763 2.757 2.753  -0.231
H -2.700 2.304 2.351  0.072
C -1.051 2.048 3.849  -0.451
C -1.541 0.824 4.256  -0.033
H -2.577 0.631 4.040  0.021
C -2.271 -0.165 -1.330  -0.373
C -4.422 -0.158 -0.700  -0.117
H -5.211 0.041 0.002  0.093
C -4.353 -0.930 -1.807  -0.078
H -5.149 -1.387 -2.380  0.114
N -3.003 -0.946 -2.222  -0.024
C -2.382 -1.955 -2.980  -0.131
C -2.866 -3.283 -2.955  -0.191
C -2.255 -4.201 -3.814  -0.018
H -2.644 -5.217 -3.863  0.112
C -1.132 -3.870 -4.569  -0.274
C -0.531 -4.838 -5.537  -0.062
H 0.546 -4.675 -5.647  0.078
H -0.993 -4.736 -6.527  0.082
H -0.694 -5.870 -5.216  0.074
C -0.532 -2.626 -4.372  -0.007
H 0.417 -2.357 -4.830  0.123
C -1.149 -1.651 -3.592  -0.200
C -0.444 -0.356 -3.375  -0.073
H -1.053 0.475 -2.975  0.051
H -0.021 -0.024 -4.329  0.086
H 0.414 -0.498 -2.698  0.075
C -3.860 -3.852 -1.992  -0.046
H -4.844 -3.377 -2.007  0.057
H -3.478 -3.860 -0.957  0.094
H -4.021 -4.899 -2.292  0.076
N 4.227 6.206 0.554  0.130
C 3.764 5.506 -0.527  -0.539
O 3.909 5.921 -1.672  -0.009
C 3.008 4.251 -0.252  -0.189
C 2.585 3.853 1.024  -0.043
C 1.736 2.758 1.145  -0.189
N 1.209 2.126 0.048  -0.231
C 1.786 2.381 -1.174  -0.190
C 2.634 3.463 -1.354  -0.046
H 4.789 7.024 0.337  0.097
H 4.336 5.809 1.473  0.076
H 2.874 4.393 1.926  0.094
H 1.455 2.354 2.130  0.087
H 1.515 1.696 -1.987  0.085
H 2.976 3.714 -2.358  0.106

=====

> Among the records above, which one has the highest molecular weight?

C34H39F5N8O6S2Ta